{"formula": "C4H5NO", "method": "the ωB97M-V functional and the def2-TZVPD basis", "elements": ["O", "C", "C", "C", "C", "N", "H", "H", "H", "H", "H"], "xyz": [[-1.40268, 1.68288, -0.43922], [-0.50681, 0.68566, -0.20522], [0.50066, 0.17313, -0.95292], [1.02788, -0.93546, -0.20134], [0.36878, -0.98932, 0.98593], [-0.60467, 0.01700, 1.00171], [-1.84095, 1.45677, -1.26885], [0.83795, 0.55762, -1.90354], [1.78100, -1.62803, -0.55065], [0.42651, -1.71935, 1.78407], [-0.58766, 0.69911, 1.75003]], "atomic_forces_ev_per_a": [[0.082, 0.087, -0.226], [0.283, -0.160, -0.080], [-0.105, -0.016, -0.151], [0.016, -0.080, 0.023], [0.203, -0.019, -0.067], [0.205, 0.219, -0.180], [-0.023, 0.277, 0.119], [-0.130, -0.223, -0.058], [-0.077, 0.049, 0.096], [0.114, 0.325, -0.048], [-0.568, -0.460, 0.572]], "nbo_charge": [-0.68, 0.42, -0.37, -0.27, -0.08, -0.57, 0.49, 0.22, 0.22, 0.21, 0.41], "smiles": "Oc1ccc[nH]1", "de_lowest_kcal_mol": 17.5, "orbital_gap_ev": 9.03}